Arrangement one

This record from the OMol25 dataset describes a single C21H24N2O6S molecule. The level of theory is the ωB97M-V functional and the def2-TZVPD basis.

Positions of all 54 atoms, in Å:
1 C -0.70026 3.46174 -5.38609
2 C -0.09455 3.61265 -4.02371
3 C -0.76770 4.26689 -3.00196
4 C -0.20416 4.39794 -1.74546
5 C 1.06159 3.88376 -1.49062
6 N 1.64721 4.00649 -0.22710
7 S 2.41143 2.69397 0.48477
8 O 2.48915 3.01928 1.87645
9 O 3.61231 2.38531 -0.22512
10 C 1.21613 1.38257 0.22793
11 C 1.40302 0.47062 -0.79229
12 C 0.43558 -0.49143 -1.01579
13 C -0.70696 -0.52750 -0.21972
14 C -1.67879 -1.62614 -0.44054
15 O -1.47507 -2.56014 -1.18434
16 O -2.79150 -1.48183 0.27776
17 C -3.73073 -2.55784 0.28392
18 C -3.30751 -3.54543 1.38777
19 O -3.91074 -3.65345 2.43078
20 N -2.19820 -4.24090 1.06311
21 C -1.34455 -4.79450 2.08882
22 C -0.49449 -3.66069 2.70844
23 C 0.71795 -4.18524 3.48169
24 C 1.81510 -4.15950 2.41842
25 C 1.42679 -2.92582 1.60549
26 O 0.01313 -2.83101 1.66579
27 C -0.87944 0.39669 0.80814
28 C 0.08882 1.35908 1.02726
29 C 1.75268 3.23911 -2.51184
30 C 1.17331 3.10512 -3.75757
31 H -1.72510 3.82323 -5.39927
32 H -0.12549 4.02661 -6.11934
33 H -0.69366 2.41704 -5.69277
34 H -1.75069 4.67649 -3.18469
35 H -0.74327 4.90777 -0.95941
36 H 1.10317 4.52086 0.44869
37 H 2.30652 0.51775 -1.37794
38 H 0.54743 -1.22769 -1.79697
39 H -3.75417 -3.04618 -0.69528
40 H -4.69750 -2.11794 0.52915
41 H -1.72367 -3.99255 0.20333
42 H -0.70677 -5.55234 1.63162
43 H -1.97039 -5.24659 2.86001
44 H -1.15616 -3.04387 3.32819
45 H 0.96649 -3.50495 4.29610
46 H 0.53967 -5.17700 3.89058
47 H 1.76706 -5.05435 1.79728
48 H 2.81364 -4.07598 2.83940
49 H 1.86330 -2.01500 2.03819
50 H 1.71955 -2.98733 0.55463
51 H -1.75917 0.34505 1.42909
52 H -0.00047 2.07939 1.82564
53 H 2.74227 2.86195 -2.31326
54 H 1.71723 2.60222 -4.54387

The HOMO-LUMO gap comes out at 8.46 eV. As for the structure (SMILES): Cc1ccc(NS(=O)(=O)c2ccc(C(=O)OCC(=O)NC[C@H]3CCCO3)cc2)cc1. Its spin multiplicity is 1.

Arrangement two

This record from the OMol25 dataset describes a single C21H24N2O6S molecule. The level of theory is the ωB97M-V functional and the def2-TZVPD basis.

Positions of all 54 atoms, in Å:
1 C -4.26801 -2.34118 -1.88072
2 C -3.88278 -1.11786 -1.57112
3 C -4.56878 -0.26465 -0.54486
4 N -3.66234 0.31224 0.43132
5 C -3.04426 1.54847 0.18924
6 C -2.92523 2.08193 -1.09330
7 C -2.31822 3.31054 -1.28718
8 C -1.81447 4.02480 -0.21614
9 C -1.94086 3.50510 1.06169
10 C -2.55878 2.28692 1.26904
11 S -2.88943 -0.84526 1.37226
12 O -3.78612 -1.95478 1.49052
13 O -2.39944 -0.24717 2.57473
14 C -1.48024 -1.33215 0.36859
15 C -1.41107 -2.61663 -0.13731
16 C -0.33843 -2.97528 -0.93932
17 C 0.64744 -2.04973 -1.23543
18 C 0.56994 -0.75893 -0.71781
19 C 1.62316 0.25362 -0.96223
20 O 1.58430 1.38173 -0.52298
21 O 2.61697 -0.21117 -1.71984
22 C 3.77213 0.61335 -1.88177
23 C 4.63955 0.43818 -0.62366
24 O 5.57772 -0.32799 -0.58914
25 N 4.22589 1.18767 0.41781
26 C 4.54041 0.79485 1.77133
27 C 3.34383 0.01996 2.36314
28 O 2.86172 -0.98679 1.50803
29 C 3.67146 -2.14015 1.42768
30 C -0.49988 -0.40212 0.09964
31 H -3.75500 -2.92818 -2.62358
32 H -5.11438 -2.80203 -1.40063
33 H -3.02005 -0.67730 -2.05468
34 H -5.27843 -0.87621 0.01596
35 H -5.11442 0.55560 -1.02203
36 H -3.30446 1.54946 -1.95087
37 H -2.23520 3.70482 -2.28950
38 H -1.33359 4.97790 -0.37420
39 H -1.56402 4.05752 1.90941
40 H -2.65626 1.88513 2.26293
41 H -2.19908 -3.31052 0.10904
42 H -0.27206 -3.97849 -1.33218
43 H 1.48507 -2.31884 -1.85953
44 H 4.29585 0.22440 -2.75505
45 H 3.47852 1.65758 -2.02572
46 H 3.35809 1.70226 0.30821
47 H 4.74190 1.67750 2.38189
48 H 5.43407 0.16892 1.73079
49 H 3.62349 -0.39593 3.34128
50 H 2.49820 0.70175 2.49177
51 H 4.61366 -1.94606 0.90600
52 H 3.88514 -2.53675 2.42663
53 H 3.09414 -2.87068 0.86382
54 H -0.54736 0.59063 0.51804

The HOMO-LUMO gap comes out at 8.81 eV. As for the structure (SMILES): C=CCN(c1ccccc1)S(=O)(=O)c1cccc(C(=O)OCC(=O)NCCOC)c1. Its spin multiplicity is 1.

Tell me which of them is the most stable. Sure, it is arrangement one.

Arrangement one

This record from the OMol25 dataset describes 2 unconnected molecules or ions with the total composition C3H10NO3. The level of theory is the ωB97M-V functional and the def2-TZVPD basis.

Positions of all 17 atoms, in Å:
1 N 0.56754 -1.67983 -1.09690
2 C 0.50276 -0.28274 -1.03729
3 C 1.46714 0.48663 0.01653
4 O 2.75263 -0.13335 0.13312
5 C -0.98448 0.47541 -0.68647
6 O -1.42323 -0.21625 0.36632
7 H -0.04080 -2.08937 -0.38676
8 H 0.39281 -2.06252 -2.06362
9 H 0.72134 0.23839 -1.96968
10 H 1.61417 1.49125 -0.21190
11 H 0.92668 0.16667 1.03303
12 H 2.59924 -1.12214 0.03854
13 H -0.76870 1.61185 -0.40881
14 H -1.57069 0.35258 -1.59472
15 H -2.59156 1.73490 1.39325
16 H -2.48509 0.41589 1.38669
17 O -2.41475 1.21779 2.08878

The HOMO-LUMO gap comes out at 7.03 eV. As for the total charge: -1. Its spin multiplicity is 1.

Arrangement two

This record from the OMol25 dataset describes 3 unconnected molecules or ions with the total composition C3H10NO3. The level of theory is the ωB97M-V functional and the def2-TZVPD basis.

Positions of all 17 atoms, in Å:
1 C 0.26331 0.88045 -0.72491
2 C -1.24521 0.89974 -0.95475
3 O -1.79480 1.81041 -0.14455
4 N 0.90939 -0.37524 -0.97022
5 C 0.79775 -0.04356 2.46727
6 O 1.75455 -0.20920 1.54093
7 H 0.73007 1.69260 -1.30004
8 H 0.46304 1.15117 0.32657
9 H -1.60935 -0.08141 -0.56759
10 H -1.45370 0.96434 -2.03438
11 H 0.99443 -0.59944 3.40398
12 H 0.16850 -1.13314 -1.01310
13 H -0.22884 -0.16826 2.05472
14 H 0.69491 0.99204 2.91302
15 H -0.44069 -3.33216 -1.45173
16 H 1.45585 -0.61132 -0.12359
17 O -0.65084 -2.39811 -1.40156

The HOMO-LUMO gap comes out at 4.13 eV. As for the total charge: -1. Its spin multiplicity is 1.

Tell me which of them is the most stable. Sure, it is arrangement one.

Arrangement one

This record from the OMol25 dataset describes 2 unconnected molecules or ions with the total composition CH5N2O3S. The level of theory is the ωB97M-V functional and the def2-TZVPD basis.

Positions of all 12 atoms, in Å:
1 C 2.03132 -0.97081 1.37639
2 N -0.02079 -0.06807 -1.65368
3 N -0.31624 0.28086 -0.53018
4 O -2.09610 2.03433 0.44232
5 O -2.60615 -0.39326 -0.09910
6 O -2.28217 1.23653 -1.94656
7 S -2.04820 0.89324 -0.48641
8 H 1.77651 -1.74641 2.12595
9 H 3.09783 -0.47353 1.51408
10 H 1.31723 -0.05893 1.47491
11 H 1.75349 -1.14989 0.19697
12 H -0.60671 0.41594 -2.41469

The HOMO-LUMO gap comes out at 8.62 eV. As for the total charge: -1. Its spin multiplicity is 1.

Arrangement two

This record from the OMol25 dataset describes a molecular structure, CH5N2O3S. The level of theory is the ωB97M-V functional and the def2-TZVPD basis.

Positions of all 12 atoms, in Å:
1 C 1.28969 -0.26763 -0.52405
2 N -1.20127 0.68354 0.61279
3 N -0.02913 0.31664 1.05198
4 O 0.58598 -2.00438 1.95362
5 O -1.44242 -1.75169 0.73526
6 O -1.41456 -0.72106 2.90013
7 S -0.59991 -1.16873 1.74215
8 H 2.12510 0.33866 -0.18835
9 H 1.25953 -1.31523 -0.40723
10 H 0.59908 0.17494 -1.28031
11 H -1.08019 1.56614 0.14230
12 H -1.65204 -0.13104 0.23956

The HOMO-LUMO gap (alpha / beta) comes out at 7.76 / 7.76 eV. As for the total charge: -1. Its spin multiplicity is 1.

Tell me which of them is the most stable. Sure, it is arrangement one.

Arrangement one

This record from the OMol25 dataset describes 2 unconnected molecules or ions with the total composition CH3IO2S. The level of theory is the ωB97M-V functional and the def2-TZVPD basis.

Positions of all 8 atoms, in Å:
1 C 0.23881 -0.17230 -0.10063
2 O -2.18370 0.92437 0.69377
3 O -0.48466 0.66074 2.45272
4 S -1.23325 0.07617 1.33039
5 I 2.51648 -1.22041 -3.66963
6 H 0.39665 0.83326 -0.07166
7 H 0.88807 -0.77390 0.44051
8 H -0.13842 -0.32792 -1.07546

The HOMO-LUMO gap (alpha / beta) comes out at 8.43 / 5.83 eV. Its spin multiplicity is 1.

Arrangement two

This record from the OMol25 dataset describes 2 unconnected molecules or ions with the total composition CH3IO2S. The level of theory is the ωB97M-V functional and the def2-TZVPD basis.

Positions of all 8 atoms, in Å:
1 C -1.88351 -0.47824 0.63134
2 O -1.07973 -0.79945 -0.21397
3 O 1.46066 1.79707 -0.37751
4 S 1.47851 0.35915 -0.26111
5 I 3.84201 -0.51945 -0.36918
6 H 1.02781 0.12591 -1.56667
7 H -1.79413 0.11207 1.60494
8 H -3.05163 -0.59706 0.55216

The HOMO-LUMO gap comes out at 8.59 eV. Its spin multiplicity is 1.

Tell me which of them is the most stable. Sure, it is arrangement two.

Arrangement one

This record from the OMol25 dataset describes a gas-phase ion, C4H3F3N3 (charge +1). The level of theory is the ωB97M-V functional and the def2-TZVPD basis.

Positions of all 13 atoms, in Å:
1 F 2.34066 -1.87466 -0.73131
2 C 2.24985 -0.77256 -0.03005
3 F 2.95481 0.21999 -0.57258
4 F 2.65966 -0.86515 1.25111
5 C 0.84789 -0.37763 0.05825
6 N -0.23533 -1.10291 0.28984
7 N -1.30555 -0.78220 0.48578
8 C -1.98732 0.37116 -0.07115
9 C -0.85888 1.28023 0.02048
10 N 0.32524 0.89484 0.00052
11 H -2.23967 0.28319 -1.14815
12 H -2.83122 0.70562 0.52704
13 H -1.92014 2.02008 -0.07978

The HOMO-LUMO gap comes out at 7.20 eV. As for the structure (SMILES): FC(F)(F)C1=[N+]=NCC=N1. As for the total charge: +1. Its spin multiplicity is 1.

Arrangement two

This record from the OMol25 dataset describes a gas-phase ion, C4H3F3N3 (charge +1). The level of theory is the ωB97M-V functional and the def2-TZVPD basis.

Positions of all 13 atoms, in Å:
1 C 0.20111 -1.19958 2.18868
2 N 0.20223 -0.74546 0.83230
3 C 0.06987 -1.50895 -0.28450
4 N -0.00715 -1.25448 -1.46116
5 N 0.20259 0.48980 0.34208
6 C 0.24224 0.63493 -0.84209
7 C -0.27407 1.66399 -1.84362
8 F -0.04606 1.26557 -3.02938
9 F -1.60618 1.72118 -1.65836
10 F 0.19951 2.89855 -1.59738
11 H 1.33435 -1.33823 2.55371
12 H -0.18784 -2.21902 2.05122
13 H -0.33058 -0.40831 2.74850

The HOMO-LUMO gap (alpha / beta) comes out at 7.30 / 7.30 eV. As for the structure (SMILES): CN(C#N)[N+]#CC(F)(F)F. As for the total charge: +1. Its spin multiplicity is 1.

Tell me which of them is the most stable. Sure, it is arrangement two.

Arrangement one

This record from the OMol25 dataset describes a single C2H2N2O4 molecule. The level of theory is the ωB97M-V functional and the def2-TZVPD basis.

Positions of all 10 atoms, in Å:
1 O 2.72291 0.15853 -0.01366
2 C 1.59067 -0.14829 -0.00181
3 O 0.97476 -1.36717 -0.06348
4 N -0.39507 -1.35144 -0.09933
5 N -0.69402 0.02325 -0.54321
6 O -1.76033 0.33968 0.21622
7 C 0.38613 0.94439 -0.12533
8 O 0.61987 2.07149 -0.00088
9 H -0.80326 -1.56675 0.90086
10 H -2.64167 0.89631 -0.26937

The HOMO-LUMO gap comes out at 9.12 eV. As for the structure (SMILES): O=c1o[nH]n(O)c1=O. Its spin multiplicity is 1.

Arrangement two

This record from the OMol25 dataset describes a single C2H2N2O4 molecule. The level of theory is the ωB97M-V functional and the def2-TZVPD basis.

Positions of all 10 atoms, in Å:
1 O -0.05715 -0.87408 2.28654
2 C 0.01741 -0.56153 1.11508
3 N 0.63948 -1.22957 0.05317
4 C 0.30851 -0.52291 -0.99947
5 O 0.45091 -0.88434 -2.19692
6 O -0.50083 0.63739 -0.75327
7 N -0.76344 0.45579 0.60128
8 O -0.72264 1.57242 1.29084
9 H 0.41071 -0.29519 -2.95229
10 H 0.21703 1.70203 1.55504

The HOMO-LUMO gap comes out at 10.14 eV. As for the structure (SMILES): O=c1nc(O)on1O. Its spin multiplicity is 1.

Arrangement three

This record from the OMol25 dataset describes a single C2H2N2O4 molecule. The level of theory is the ωB97M-V functional and the def2-TZVPD basis.

Positions of all 10 atoms, in Å:
1 H -0.60269 -0.77432 -2.08534
2 N 0.37885 -0.84401 -1.65044
3 C 0.03057 -0.34849 -0.53959
4 O -1.19378 0.25176 -0.48926
5 C -1.30060 0.85618 0.68032
6 O -2.33352 1.14698 1.19882
7 O -0.02654 0.73564 1.21864
8 N 0.60749 -0.32645 0.75895
9 O 1.98200 -0.01063 0.13090
10 H 2.45824 -0.68666 0.77701

The HOMO-LUMO gap comes out at 11.34 eV. As for the structure (SMILES): [H]/N=c1\oc(=O)on1O. Its spin multiplicity is 1.

Tell me which of them is the most stable. Sure, it is arrangement two.